Molecular formula: C5H8O
Method: DFT, ωB97M-V/def2-TZVPD

Each line ends with the natural charge from an NBO analysis.
Cartesian coordinates (Å):
C (-2.0792, -0.3314, -0.4116)  -0.393
C (-1.6429, 1.0745, -0.2608)  -0.382
C (-0.8337, -0.0403, 0.3990)  -0.399
C (0.4536, -0.2230, -0.2861)  0.230
C (2.7210, -0.4373, 0.1690)  -0.250
O (1.3725, -0.3935, 0.6399)  -0.501
H (-1.9351, -0.8145, -1.3727)  0.228
H (-2.9459, -0.6640, 0.1513)  0.221
H (-2.1890, 1.7342, 0.4056)  0.220
H (-1.1733, 1.5552, -1.1133)  0.229
H (-0.8977, -0.1287, 1.4842)  0.216
H (2.7314, -0.2050, -0.8979)  0.205
H (3.1332, -1.4320, 0.3558)  0.187
H (3.2849, 0.3060, 0.7376)  0.187

Atoms 1-6, force components in eV/Å:
C -0.142 -0.076 -0.115
C -0.122 0.191 -0.092
C 0.213 -0.067 -0.006
C -0.080 0.001 0.582
C 0.322 -0.027 -0.062
O -0.314 0.107 -0.311

As for the net charge: 0.


Molecular formula: C5H8O2
Method: DFT, ωB97M-V/def2-TZVPD

Each line ends with the natural charge from an NBO analysis.
Cartesian coordinates (Å):
C (-0.6413, -1.2470, 1.3265)  -0.254
C (-1.6693, -0.7460, -0.7214)  -0.254
O (-1.5465, -0.4135, 0.6414)  -0.550
H (-0.6283, -0.9160, 2.3636)  0.196
H (0.3691, -1.1698, 0.9042)  0.170
H (-0.9606, -2.2960, 1.2859)  0.169
H (-0.7101, -0.6402, -1.2449)  0.170
H (-2.3940, -0.0575, -1.1525)  0.196
H (-2.0274, -1.7754, -0.8479)  0.169
C (3.0762, 0.8694, -1.1558)  0.500
C (1.5573, 2.4556, -0.2410)  -0.309
C (0.5296, 1.9846, 0.1691)  -0.238
O (2.7789, -0.2273, -1.1716)  -0.499
H (2.6057, 2.6970, -0.6624)  0.285
H (-0.3391, 1.4820, 0.5068)  0.250

Atoms 1-6, force components in eV/Å:
C 0.032 -0.057 0.000
C 0.023 -0.038 -0.057
O -0.076 0.135 0.075
H 0.051 -0.048 -0.020
H -0.030 -0.002 0.023
H 0.019 0.044 0.000

As for the net charge: 0.


Calculated total energy for every record listed, in sequence, given in eV: -7358.724; -9405.616.
Energy relative to the best compared isomer or geometry (same formula, charge and spin) for every record listed, in sequence, given in kcal per mole: 81.4; 97.2.
Gap between HOMO and LUMO for every record listed, in sequence, given in eV: 9.58; 11.08.